Entry 1:
ORCA calculation (wB97M-V/def2-TZVPD) on C6H4O in the gas phase in a non-equilibrium geometry.

```
11
Properties=species:S:1:pos:R:3:forces:R:3
C 2.368 -0.605 0.706 0.335 0.532 -0.375
C 2.211 0.301 -0.089 -0.324 -0.528 0.545
C 1.230 1.100 -0.653 0.033 -0.283 0.127
C 0.055 1.390 -0.764 0.466 -0.381 0.517
C -1.083 0.771 -0.052 -0.436 0.564 -0.824
C -1.406 -0.628 -0.384 -0.179 0.074 -0.065
O -0.753 -0.279 0.829 0.025 -0.239 0.347
H 2.434 -1.360 1.463 0.310 0.142 -0.280
H -1.846 1.436 0.331 -0.159 -0.056 -0.137
H -0.769 -1.165 -1.092 -0.249 0.247 0.104
H -2.439 -0.960 -0.293 0.178 -0.072 0.040
```
Forces are in eV/Å.

The value obtained for the energy above the lowest of the compared OMol25 structures with the same formula, charge and spin is 4.970 eV. The highest occupied orbital energy comes out at -9.354 eV. The net charge is 0. As for the spin multiplicity: 1. The orbital gap is 0.350 hartree. The total energy comes out at -8327.4702 eV.


Entry 2:
ORCA calculation (wB97M-V/def2-TZVPD) on C2H4ClNSi in the gas phase in a non-equilibrium geometry.

```
9
Properties=species:S:1:pos:R:3:forces:R:3
C -0.813 -0.192 -0.772 1.893 4.331 -4.034
C 1.558 -0.007 0.723 0.382 0.440 -0.927
N -1.154 -1.103 -0.063 -3.123 -7.081 2.739
Si 0.315 1.182 -0.062 -1.095 -0.978 0.691
Cl 3.058 -0.209 -0.154 -0.990 0.185 0.499
H -1.808 -1.960 -0.383 1.407 2.441 0.623
H -0.823 -1.247 0.878 0.187 -0.324 0.653
H 0.380 2.087 -1.220 0.442 0.437 0.305
H -0.712 1.448 1.053 0.898 0.549 -0.551
```
Forces are in eV/Å.

The value obtained for the energy above the lowest of the compared OMol25 structures with the same formula, charge and spin is 5.011 eV. The highest occupied orbital energy (alpha / beta) comes out at -7.699 / -7.704 eV. The net charge is 0. As for the spin multiplicity: 1. The orbital gap (alpha / beta) is 0.240 / 0.241 hartree. The total energy comes out at -24022.2440 eV.


Entry 3:
ORCA calculation (wB97M-V/def2-TZVPD) on 2 unconnected molecules or ions with the total composition C17H17BF3NO in a non-equilibrium geometry.

```
40
Properties=species:S:1:pos:R:3:forces:R:3
C -2.169 -1.960 2.350 -0.413 0.471 0.597
O -1.249 -2.396 1.323 2.137 -0.017 0.127
C 0.026 -2.179 1.448 -1.698 -0.224 -0.522
C 0.932 -2.706 0.485 0.183 -0.112 -0.379
C 2.305 -2.407 0.659 -0.580 -0.070 0.022
C 3.230 -2.872 -0.259 0.179 -0.128 -0.177
C 2.804 -3.639 -1.356 -0.256 0.294 0.494
C 1.442 -3.943 -1.532 -0.062 -0.069 -0.019
C 0.497 -3.489 -0.625 0.216 0.320 0.410
H -3.146 -2.306 2.021 0.154 0.135 0.012
H -1.900 -2.412 3.316 0.029 0.024 -0.386
H -2.164 -0.867 2.418 -0.040 -0.164 -0.226
H 0.398 -1.611 2.314 -0.260 -0.119 -0.274
H 2.584 -1.813 1.532 0.153 -0.123 -0.343
H 4.289 -2.643 -0.123 -0.374 -0.089 -0.105
H 3.538 -4.004 -2.072 -0.187 0.088 0.149
H 1.129 -4.547 -2.388 0.110 0.254 0.332
H -0.568 -3.712 -0.728 0.416 0.079 -0.073
C -2.016 3.726 0.604 -0.264 0.167 0.109
N -1.331 2.603 0.008 0.808 -0.596 -0.517
C -1.830 1.331 -0.206 0.002 0.011 0.141
B -3.361 1.009 0.228 1.571 0.435 -0.781
F -3.610 -0.321 -0.127 -0.630 -0.435 0.311
F -3.386 1.204 1.630 -0.765 -0.231 0.350
F -4.153 1.927 -0.482 -0.653 -0.282 0.460
C -0.854 0.544 -0.788 0.341 0.369 0.218
C 0.302 1.372 -0.974 0.058 0.402 0.238
C -0.026 2.662 -0.454 -0.341 -0.411 -0.037
C 0.863 3.725 -0.454 0.534 -0.157 -0.224
C 2.133 3.494 -0.999 -0.391 0.012 0.146
C 2.475 2.236 -1.524 -0.084 -0.323 -0.009
C 1.571 1.166 -1.512 0.201 0.361 0.092
H -1.318 4.567 0.623 -0.253 -0.100 0.073
H -2.902 4.006 0.021 0.221 -0.111 0.128
H -2.334 3.494 1.627 0.070 0.036 -0.243
H -0.911 -0.497 -1.093 -0.337 0.245 0.047
H 0.567 4.690 -0.044 0.290 -0.165 -0.164
H 2.858 4.305 -1.013 -0.091 -0.185 -0.049
H 3.466 2.089 -1.950 -0.145 0.059 0.077
H 1.815 0.175 -1.905 0.154 0.348 -0.008
```
Forces are in eV/Å.

The value obtained for the energy above the lowest of the compared OMol25 structures with the same formula, charge and spin is 0.000 eV. The highest occupied orbital energy comes out at -6.811 eV. The net charge is 0. As for the spin multiplicity: 1. The orbital gap is 0.146 hartree. The total energy comes out at -30273.8036 eV.


Entry 4:
ORCA calculation (wB97M-V/def2-TZVPD) on C4H8N2O in the gas phase in a non-equilibrium geometry.

```
15
Properties=species:S:1:pos:R:3:forces:R:3
C 0.692 -1.059 0.801 0.478 -0.786 -3.665
C 1.084 0.330 1.165 0.211 -0.250 -3.495
C -1.095 0.537 -1.423 0.442 0.561 0.854
C -0.733 -0.672 0.285 3.099 2.147 3.062
N 0.068 1.191 -0.944 1.843 0.236 -1.698
N -0.007 0.971 0.438 -2.951 -1.448 0.075
O -0.932 -0.818 -0.999 -0.822 -0.506 -2.126
H 1.291 -1.589 -0.033 -0.976 1.021 1.144
H 0.604 -1.731 1.542 0.198 -2.357 2.961
H 0.928 0.503 2.131 -1.153 0.648 4.165
H 2.028 0.801 1.046 1.288 -0.122 -0.966
H -1.972 0.952 -0.984 -0.743 0.400 0.664
H -1.196 0.604 -2.437 0.008 -0.150 -2.799
H -1.626 -0.732 0.896 0.067 -0.107 0.410
H 0.866 0.712 -1.483 -0.989 0.712 1.413
```
Forces are in eV/Å.

The value obtained for the energy above the lowest of the compared OMol25 structures with the same formula, charge and spin is 5.207 eV. The highest occupied orbital energy comes out at -7.900 eV. The net charge is 0. As for the spin multiplicity: 1. The orbital gap is 0.333 hartree. The total energy comes out at -9301.1857 eV.


Repeat the first record exactly.
ORCA calculation (wB97M-V/def2-TZVPD) on C6H4O in the gas phase in a non-equilibrium geometry.

```
11
Properties=species:S:1:pos:R:3:forces:R:3
C 2.368 -0.605 0.706 0.335 0.532 -0.375
C 2.211 0.301 -0.089 -0.324 -0.528 0.545
C 1.230 1.100 -0.653 0.033 -0.283 0.127
C 0.055 1.390 -0.764 0.466 -0.381 0.517
C -1.083 0.771 -0.052 -0.436 0.564 -0.824
C -1.406 -0.628 -0.384 -0.179 0.074 -0.065
O -0.753 -0.279 0.829 0.025 -0.239 0.347
H 2.434 -1.360 1.463 0.310 0.142 -0.280
H -1.846 1.436 0.331 -0.159 -0.056 -0.137
H -0.769 -1.165 -1.092 -0.249 0.247 0.104
H -2.439 -0.960 -0.293 0.178 -0.072 0.040
```
Forces are in eV/Å.

The value obtained for the energy above the lowest of the compared OMol25 structures with the same formula, charge and spin is 4.970 eV. The highest occupied orbital energy comes out at -9.354 eV. The net charge is 0. As for the spin multiplicity: 1. The orbital gap is 0.350 hartree. The total energy comes out at -8327.4702 eV.